Arrangement i

{
  "formula": "C36H72O18S9",
  "method": "wB97M-V/def2-TZVPD",
  "elements": ["O", "S", "O", "C", "C", "C", "C", "H", "H", "H", "H", "H", "H", "H", "H", "O", "S", "O", "C", "C", "C", "C", "H", "H", "H", "H", "H", "H", "H", "H", "O", "S", "O", "C", "C", "C", "C", "H", "H", "H", "H", "H", "H", "H", "H", "O", "S", "O", "C", "C", "C", "C", "H", "H", "H", "H", "H", "H", "H", "H", "O", "S", "O", "C", "C", "C", "C", "H", "H", "H", "H", "H", "H", "H", "H", "O", "S", "O", "C", "C", "C", "C", "H", "H", "H", "H", "H", "H", "H", "H", "O", "S", "O", "C", "C", "C", "C", "H", "H", "H", "H", "H", "H", "H", "H", "O", "S", "O", "C", "C", "C", "C", "H", "H", "H", "H", "H", "H", "H", "H", "O", "S", "O", "C", "C", "C", "C", "H", "H", "H", "H", "H", "H", "H", "H"],
  "positions_angstrom": [[-5.49921, 2.74073, -5.51441], [-4.27454, 3.28611, -4.99717], [-3.68843, 4.51589, -5.60757], [-4.08793, 3.28128, -3.18000], [-2.70437, 2.74955, -2.96595], [-2.52446, 1.53673, -3.87134], [-3.07185, 1.95528, -5.27326], [-4.85027, 2.55591, -2.88619], [-4.33850, 4.26415, -2.78651], [-1.91772, 3.44700, -3.26184], [-2.56424, 2.50122, -1.91294], [-3.11131, 0.76173, -3.37853], [-1.46456, 1.28561, -3.87835], [-3.72560, 1.12670, -5.55294], [-2.38412, 2.02455, -6.11212], [-2.61228, 0.05622, -0.37826], [-1.21495, -0.28673, -0.25815], [-0.72190, -1.41502, -1.03650], [-0.28443, 1.30021, -0.54801], [0.89869, 1.17964, 0.43113], [0.34151, 0.63267, 1.71728], [-0.59032, -0.47993, 1.52893], [-0.98370, 2.12785, -0.43864], [0.05073, 1.31370, -1.58522], [1.65186, 0.57173, -0.07294], [1.43420, 2.11930, 0.57786], [-0.04775, 1.35549, 2.43312], [1.24345, 0.16782, 2.13308], [-1.49013, -0.36560, 2.12780], [-0.12862, -1.46443, 1.51666], [1.63115, 5.02045, -2.60040], [1.28570, 4.11872, -3.66561], [0.63219, 2.85296, -3.39918], [0.27366, 4.85777, -5.07540], [0.84371, 4.03180, -6.20497], [2.37420, 3.87881, -6.11335], [2.82359, 3.84246, -4.65994], [0.54238, 5.91571, -5.10477], [-0.80551, 4.86750, -4.93588], [0.35184, 3.07788, -6.40058], [0.56553, 4.53177, -7.13805], [2.88862, 4.72456, -6.57227], [2.75695, 3.05702, -6.71954], [3.31251, 4.80879, -4.54526], [3.39282, 3.02354, -4.23047], [4.20378, -4.94213, 5.88208], [4.26347, -3.51820, 5.57232], [5.54888, -2.98903, 5.05669], [2.98357, -3.07977, 4.28221], [2.11535, -2.01347, 4.98974], [2.93924, -1.34569, 6.02172], [3.57261, -2.42691, 6.86705], [2.58906, -4.01730, 3.90229], [3.68960, -2.65662, 3.56632], [1.78488, -1.28013, 4.25351], [1.29106, -2.56955, 5.44059], [2.32651, -0.72247, 6.67145], [3.76713, -0.88936, 5.47251], [2.88607, -2.97822, 7.50837], [4.37996, -2.02016, 7.47527], [3.51180, -1.25903, 1.55466], [4.81012, -0.70595, 1.22887], [5.09401, -0.13585, -0.09230], [5.21077, 0.51764, 2.52149], [6.71409, 0.31271, 2.69630], [7.01434, -1.22532, 2.73307], [6.21164, -1.84083, 1.56179], [4.54302, 0.07318, 3.26181], [4.83681, 1.48899, 2.20553], [7.29601, 0.85340, 1.94947], [7.07933, 0.74986, 3.62821], [6.76389, -1.62030, 3.71671], [8.08986, -1.37726, 2.64550], [5.84794, -2.80959, 1.90218], [6.80478, -1.87630, 0.65227], [-3.84177, -2.87936, 4.17830], [-4.05469, -2.73789, 2.72175], [-2.92017, -2.59653, 1.79016], [-5.14177, -3.96892, 2.01908], [-6.56662, -3.43636, 2.02551], [-6.53954, -1.91347, 1.80808], [-5.32499, -1.37075, 2.62314], [-4.89376, -4.93798, 2.45571], [-4.82332, -4.16249, 0.99103], [-7.13322, -3.98311, 1.27427], [-6.89423, -3.70522, 3.03147], [-7.37407, -1.44132, 2.32437], [-6.41161, -1.52239, 0.80146], [-5.57277, -1.18698, 3.66391], [-4.68616, -0.65812, 2.10142], [3.25939, 3.85154, 0.35644], [3.05984, 5.19766, 0.84061], [3.83747, 6.35725, 0.40196], [1.25697, 5.55186, 0.58629], [0.73677, 5.96384, 1.90223], [1.54331, 5.15688, 2.91417], [2.99428, 5.28566, 2.64291], [0.83933, 4.60863, 0.22913], [1.06265, 6.23151, -0.24269], [0.86220, 7.03908, 2.04175], [-0.32850, 5.73363, 1.93718], [1.29705, 4.08950, 2.86742], [1.12709, 5.37838, 3.90012], [3.80553, 4.66176, 3.01299], [3.35353, 6.30908, 2.77595], [-6.65530, -2.64886, -3.66993], [-5.67789, -1.58918, -3.79672], [-6.04378, -0.31752, -4.34872], [-4.62955, -1.42337, -2.27471], [-3.56592, -2.48850, -2.45376], [-3.04445, -2.42608, -3.85420], [-4.24011, -2.16233, -4.84147], [-5.16318, -1.55981, -1.33699], [-4.34302, -0.39119, -2.47589], [-2.80765, -2.52500, -1.67350], [-4.14937, -3.40398, -2.29964], [-2.42576, -3.29499, -4.07996], [-2.37006, -1.57634, -3.98045], [-4.71843, -3.05983, -5.23068], [-4.03167, -1.32217, -5.49542], [0.16732, -4.94214, 2.87468], [0.70300, -5.67721, 1.75158], [1.24249, -7.05787, 1.88121], [-0.60664, -5.51941, 0.47146], [-0.27429, -4.18685, -0.31731], [1.22118, -3.97558, -0.26795], [1.95645, -4.63561, 0.87120], [-1.61548, -5.67662, 0.84490], [-0.51910, -6.27094, -0.31802], [-0.65883, -4.12106, -1.33301], [-0.84694, -3.41319, 0.19471], [1.58797, -2.94713, -0.21290], [1.58683, -4.27276, -1.25343], [2.35471, -3.89256, 1.55627], [2.66110, -5.28873, 0.36148]],
  "orbital_gap_ev": 9.9,
  "e_lumo_ev": 0.0,
  "smiles": "O=S1(=O)CCCC1.O=S1(=O)CCCC1.O=S1(=O)CCCC1.O=S1(=O)CCCC1.O=S1(=O)CCCC1.O=S1(=O)CCCC1.O=S1(=O)CCCC1.O=S1(=O)CCCC1.O=S1(=O)CCCC1"
}



Arrangement ii

{
  "formula": "C36H72O18S9",
  "method": "wB97M-V/def2-TZVPD",
  "elements": ["O", "S", "O", "C", "C", "C", "C", "H", "H", "H", "H", "H", "H", "H", "H", "O", "S", "O", "C", "C", "C", "C", "H", "H", "H", "H", "H", "H", "H", "H", "O", "S", "O", "C", "C", "C", "C", "H", "H", "H", "H", "H", "H", "H", "H", "O", "S", "O", "C", "C", "C", "C", "H", "H", "H", "H", "H", "H", "H", "H", "O", "S", "O", "C", "C", "C", "C", "H", "H", "H", "H", "H", "H", "H", "H", "O", "S", "O", "C", "C", "C", "C", "H", "H", "H", "H", "H", "H", "H", "H", "O", "S", "O", "C", "C", "C", "C", "H", "H", "H", "H", "H", "H", "H", "H", "O", "S", "O", "C", "C", "C", "C", "H", "H", "H", "H", "H", "H", "H", "H", "O", "S", "O", "C", "C", "C", "C", "H", "H", "H", "H", "H", "H", "H", "H"],
  "positions_angstrom": [[1.88733, -5.77014, 0.66637], [1.63118, -4.35570, 0.84316], [0.31881, -3.88302, 1.18589], [2.92589, -3.60702, 1.86260], [3.87306, -2.89312, 0.89164], [3.68097, -3.41946, -0.51555], [2.14331, -3.57919, -0.68790], [3.37677, -4.26244, 2.60326], [2.47657, -2.79773, 2.44335], [3.67125, -1.82636, 0.94827], [4.90282, -3.03639, 1.21885], [4.11213, -4.40535, -0.71070], [4.08551, -2.79014, -1.30638], [1.69630, -4.13748, -1.50698], [1.76724, -2.55561, -0.76896], [7.42406, 0.29694, 2.75799], [5.98897, 0.07658, 2.68058], [5.35096, -1.15585, 3.11876], [5.10673, 1.51878, 3.46212], [3.97274, 1.86548, 2.46711], [3.98488, 0.95815, 1.22578], [5.41128, 0.47883, 1.03634], [5.84340, 2.30816, 3.32331], [4.83971, 1.32680, 4.49272], [3.01874, 1.87488, 2.99988], [4.02864, 2.90426, 2.13532], [3.64778, 1.47345, 0.33001], [3.29261, 0.12356, 1.33518], [6.08458, 1.23544, 0.63482], [5.51424, -0.42534, 0.43464], [1.29624, 2.07545, -0.17183], [0.74216, 0.73291, -0.12718], [1.56118, -0.40432, -0.52145], [0.07778, 0.35385, 1.55680], [-1.33908, -0.15590, 1.35654], [-1.94852, 0.59378, 0.17554], [-0.89269, 0.61963, -0.94014], [-0.07259, 1.38316, 1.90557], [0.81055, -0.14034, 2.18361], [-1.35500, -1.22671, 1.11610], [-1.97724, -0.14114, 2.23970], [-2.11861, 1.63326, 0.47822], [-2.90042, 0.12649, -0.06765], [-1.02922, 1.40667, -1.68093], [-0.95685, -0.30140, -1.51885], [0.51584, -0.09101, -3.56517], [1.28928, -1.28445, -3.84361], [0.81608, -2.58918, -3.41420], [1.68582, -1.26279, -5.62010], [2.79102, -0.24752, -5.71652], [3.81645, -0.66395, -4.62987], [3.04933, -0.99943, -3.34278], [0.80774, -1.07985, -6.23404], [2.16067, -2.20496, -5.91073], [3.25279, -0.29547, -6.70122], [2.43115, 0.75763, -5.48379], [4.54495, 0.13115, -4.47118], [4.36657, -1.46969, -5.11969], [3.04973, -0.34119, -2.48064], [3.32426, -2.01802, -3.06656], [2.58548, 6.49619, -2.69182], [3.24847, 5.29296, -3.14528], [4.65323, 5.11281, -2.85466], [2.40912, 3.78503, -2.55810], [1.92201, 3.01597, -3.79667], [2.84594, 3.42090, -4.97805], [2.93173, 4.94247, -4.93711], [1.73067, 3.96244, -1.72364], [3.14273, 3.18987, -2.00765], [1.92829, 1.94559, -3.59730], [0.88727, 3.21715, -4.08117], [2.47506, 3.12594, -5.95766], [3.82299, 2.97443, -4.77984], [1.90859, 5.31585, -5.03059], [3.62605, 5.56224, -5.49370], [-1.00977, -1.90058, 6.53593], [-0.89398, -2.31774, 5.14861], [-0.54060, -1.27826, 4.20645], [0.35756, -3.64349, 5.13141], [-0.39542, -4.91217, 4.75647], [-1.57226, -4.50123, 3.87359], [-2.31777, -3.34758, 4.52967], [0.74201, -3.62122, 6.14820], [1.16550, -3.41010, 4.44152], [0.23284, -5.62277, 4.21676], [-0.70400, -5.46854, 5.64638], [-2.21166, -5.35221, 3.64097], [-1.09519, -4.20597, 2.93579], [-2.86410, -3.71074, 5.39901], [-2.95547, -2.78057, 3.85870], [-6.05896, 4.09449, 4.17258], [-4.88986, 3.58740, 4.84278], [-4.86232, 3.72114, 6.28647], [-4.44964, 1.89963, 4.40748], [-2.94672, 1.94841, 4.64519], [-2.39300, 3.15318, 3.89592], [-3.36689, 4.33613, 4.19215], [-4.67744, 1.85548, 3.33814], [-5.05185, 1.18110, 4.95247], [-2.76094, 1.97828, 5.72019], [-2.44254, 1.04606, 4.28868], [-2.38385, 2.88115, 2.83696], [-1.36579, 3.44123, 4.11060], [-3.60191, 4.79753, 3.22992], [-3.01276, 5.16155, 4.80203], [-3.83386, -3.12048, 0.11154], [-3.43315, -2.88760, -1.26264], [-3.84204, -1.67358, -1.95203], [-1.64783, -3.21722, -1.39016], [-1.46237, -4.62540, -1.99371], [-2.80828, -5.36889, -2.01426], [-3.92201, -4.37504, -2.24179], [-1.08145, -2.90726, -0.51638], [-1.31572, -2.57967, -2.21354], [-1.06744, -4.54932, -3.00701], [-0.70647, -5.18406, -1.44138], [-2.95802, -5.77226, -1.00454], [-2.82549, -6.24961, -2.65268], [-4.93312, -4.62512, -1.92287], [-4.02329, -4.18768, -3.31483], [-2.69344, 4.39245, -0.82175], [-3.56278, 3.76867, -1.78921], [-3.01774, 3.08813, -2.93595], [-4.81424, 2.68481, -1.05715], [-6.18025, 3.28640, -1.37086], [-6.05036, 4.18775, -2.59247], [-4.77074, 4.99497, -2.42456], [-4.51863, 2.59981, -0.01263], [-4.66399, 1.72293, -1.54686], [-6.88894, 2.48223, -1.57374], [-6.61352, 3.79354, -0.50409], [-6.87103, 4.85147, -2.84708], [-5.86437, 3.46052, -3.39355], [-4.96038, 5.68456, -1.59655], [-4.31763, 5.51790, -3.26045]],
  "orbital_gap_ev": 10.1,
  "e_lumo_ev": 0.0,
  "smiles": "O=S1(=O)CCCC1.O=S1(=O)CCCC1.O=S1(=O)CCCC1.O=S1(=O)CCCC1.O=S1(=O)CCCC1.O=S1(=O)CCCC1.O=S1(=O)CCCC1.O=S1(=O)CCCC1.O=S1(=O)CCCC1"
}



Most stable = arrangement ii



Arrangement i

{
  "formula": "C4H8B2",
  "method": "wB97M-V/def2-TZVPD",
  "elements": ["B", "B", "C", "C", "C", "C", "H", "H", "H", "H", "H", "H", "H", "H"],
  "positions_angstrom": [[-2.13461, -0.09292, 0.92606], [0.03514, -1.05401, -0.34123], [0.06824, 0.74631, -0.48954], [2.58372, 0.01394, 0.46635], [1.27311, -0.17788, 0.08262], [-1.33212, -0.08506, -0.36899], [-3.33136, -0.43115, 0.70062], [-1.59839, 0.19430, 1.82239], [-1.91644, -0.23606, -1.29476], [-0.03234, -1.82137, -1.21979], [0.04705, 1.61303, 0.02456], [0.18650, 0.96115, -1.53609], [3.06244, 1.07689, 0.33544], [3.08906, -0.70719, 0.89236]],
  "orbital_gap_ev": 9.4,
  "e_lumo_ev": 0.2
}



Arrangement ii

{
  "formula": "C4H8B2",
  "method": "wB97M-V/def2-TZVPD",
  "elements": ["B", "B", "C", "C", "C", "C", "H", "H", "H", "H", "H", "H", "H", "H"],
  "positions_angstrom": [[1.20709, 1.75782, -1.17121], [0.70284, 0.22955, 0.96555], [-0.75073, -0.23910, -0.53505], [-0.77836, -2.27109, 0.91318], [-0.21966, -1.06172, 0.62650], [0.08092, 1.16414, -0.24142], [1.25891, 2.94770, -1.22444], [1.83281, 0.81563, -1.60822], [-0.53631, 2.01538, 0.30114], [1.25579, 0.54524, 1.95932], [-0.35555, -0.57185, -1.41866], [-1.78882, 0.04504, -0.55560], [-1.67426, -2.42272, 0.47256], [-0.23467, -2.95402, 1.51634]],
  "orbital_gap_ev": 9.3,
  "e_lumo_ev": -0.4
}



Most stable = arrangement ii



Arrangement i

{
  "formula": "C4H6BrNS",
  "method": "wB97M-V/def2-TZVPD",
  "elements": ["Br", "C", "N", "C", "C", "S", "H", "H", "C", "H", "H", "H", "H"],
  "positions_angstrom": [[1.64394, 2.50848, 1.41937], [1.28758, 1.31667, 0.04551], [0.14881, 1.32203, -0.60097], [0.04226, 0.34950, -1.50114], [1.17848, -0.46950, -1.60603], [2.36490, 0.00449, -0.44052], [-0.72293, 0.34155, -2.27587], [1.33486, -1.23044, -2.18967], [-1.46106, -0.83813, 1.49699], [-0.87440, 0.08179, 1.12872], [-2.43149, -0.77205, 0.97293], [-1.47950, -0.93565, 2.58162], [-1.03143, -1.67873, 0.96906]],
  "orbital_gap_ev": 9.6,
  "e_lumo_ev": 0.5,
  "smiles": "Brc1nccs1.C"
}



Arrangement ii

{
  "formula": "C4H6BrNS",
  "method": "wB97M-V/def2-TZVPD",
  "elements": ["C", "C", "C", "C", "N", "S", "Br", "H", "H", "H", "H", "H", "H"],
  "positions_angstrom": [[2.95270, 0.11323, -0.33594], [0.80942, 0.60233, -1.08942], [0.29429, -0.68516, -0.38086], [-0.21752, -0.35350, 1.01721], [2.14480, 0.92627, -0.74930], [1.59304, -1.93453, -0.31422], [4.67405, 0.16340, 0.18024], [0.76881, 0.49460, -2.17774], [0.17934, 1.44576, -0.79697], [-0.51104, -1.09657, -0.99179], [-0.65922, -1.23192, 1.47552], [-0.97106, 0.43126, 0.97265], [0.60762, -0.02392, 1.64607]],
  "orbital_gap_ev": 8.1,
  "e_lumo_ev": -0.5
}



Most stable = arrangement i